19
Properties=species:S:1:pos:R:3:forces:R:3 method="wB97M-V/def2-TZVPD" relative_energy_kcal_mol=27.5 lumo_energy_ev="-0.4 / -0.4" total_charge=0 gap_ha="0.2847 / 0.2847"
C 2.68406 -0.85818 0.56822 0.30 -0.19 -0.31
C 1.70950 -1.72014 0.07260 -0.84 0.20 0.45
C 2.44566 0.46094 0.25623 0.30 0.19 -0.27
C 0.81037 1.95017 -0.80955 -0.22 0.64 -0.30
C -3.17921 -0.59272 0.84340 0.16 -0.19 0.23
N 1.30293 0.65734 -0.42577 0.05 -0.22 0.63
O -0.60482 -0.90650 -1.49604 -0.97 -0.15 -0.57
O -3.48195 0.12948 -0.31964 0.05 0.18 -0.56
P 0.34056 -0.74149 -0.38307 1.22 -0.34 0.22
H 3.55614 -1.18098 1.10914 0.02 -0.01 0.22
H 1.62470 -2.75206 0.36245 0.09 -0.23 -0.17
H -2.98686 -0.26181 -1.05180 0.04 0.07 0.10
H 3.05767 1.29979 0.54370 -0.04 0.14 0.12
H 0.74934 2.63106 0.04331 -0.04 -0.10 -0.05
H 1.46727 2.39103 -1.56220 -0.06 -0.05 0.02
H -0.18202 1.81731 -1.24141 0.07 0.12 0.01
H -3.57329 -0.01997 1.68296 0.05 -0.10 0.05
H -2.09330 -0.71934 0.97265 -0.22 0.01 0.10
H -3.64675 -1.58392 0.83482 0.04 0.02 0.09

17
Properties=species:S:1:pos:R:3:forces:R:3 method="wB97M-V/def2-TZVPD" relative_energy_kcal_mol=51.4 lumo_energy_ev=0.9 total_charge=0 gap_ha=0.3334
C -0.43376 -2.22237 1.29192 -0.09 -0.28 0.14
O 0.24788 -1.16775 0.66907 0.16 -0.08 -0.02
C -0.61959 -0.16751 0.18380 0.02 0.09 -0.03
C 0.17832 0.85919 -0.57273 0.32 -0.01 -0.02
C -0.37935 2.22745 -0.50443 -0.16 0.15 -0.08
C 1.34301 0.68518 -1.19303 -0.20 0.23 0.08
O 2.12169 -0.41079 -1.14249 -0.06 -0.46 -0.05
H -1.01012 -1.86930 2.16060 0.11 -0.03 -0.13
H 0.32912 -2.92594 1.62313 -0.17 -0.07 0.03
H -1.12243 -2.71346 0.58927 0.10 0.00 0.11
H -1.40621 -0.62466 -0.45152 0.27 0.09 0.02
H -1.16187 0.28557 1.03658 0.23 0.06 -0.21
H -1.37053 2.17703 -0.96489 -0.22 0.70 0.46
H 0.23781 2.97206 -1.01628 -0.16 -0.22 -0.09
H -0.36371 2.49091 0.56331 -0.65 0.30 -0.30
H 1.73885 1.49910 -1.80025 0.21 -0.22 0.24
H 1.68621 -0.96820 -0.47094 0.30 -0.24 -0.16

72
Properties=species:S:1:pos:R:3:forces:R:3 method="wB97M-V/def2-TZVPD" s2=6.038 spin_multiplicity=5 lumo_energy_ev="-2.4 / -5.7" total_charge=+1 gap_ha="0.3122 / 0.2175"
Pd -1.47911 -0.04334 1.06627 -0.03 -0.08 -0.01
O 0.83022 -1.36950 4.48902 -0.33 0.28 -0.44
C 0.14506 -0.53008 3.72640 -0.52 1.03 -0.98
O 0.19526 -0.57885 2.48957 0.65 0.00 1.86
C -0.66101 0.52172 4.50066 -1.87 -1.53 0.98
O -1.08180 1.59703 3.74026 0.11 -0.41 -0.94
C -2.48883 1.77442 3.79623 -0.12 2.42 0.48
C -3.42621 0.75826 3.20511 0.19 -0.95 -0.73
O -4.61836 0.98326 3.29520 0.98 -0.65 -0.22
O -2.81443 -0.30175 2.65377 -1.11 0.92 0.43
H 1.26437 -1.96771 3.86107 0.17 -0.25 0.20
H -1.60507 0.03025 4.97152 1.67 0.10 -0.88
H -0.14054 0.85687 5.37879 0.87 0.14 0.31
H -2.77398 1.94945 4.84621 -0.09 -0.17 -0.21
H -2.67292 2.75880 3.30154 0.05 -0.77 0.23
C -1.35922 1.68880 -0.15658 -0.95 -1.72 -0.32
Si 0.07451 1.94360 -1.21228 0.03 -0.27 -1.36
C 0.62914 0.25628 -2.24366 -0.14 -0.71 0.58
N 1.28104 -0.70538 -1.47025 -0.31 -0.58 0.70
C 0.64735 -1.92652 -1.05446 -0.92 -0.73 0.84
C 1.44222 -3.09555 -1.65452 -1.12 -0.35 -0.21
C 2.93468 -2.97404 -1.39664 0.70 -0.40 -0.48
C 3.20992 -1.88118 -0.38577 0.97 1.74 -0.70
C 2.59654 -0.53025 -0.88649 -0.02 -0.62 0.16
C 1.58586 2.38032 -0.23858 -0.65 -0.51 -1.14
C 2.82555 2.50825 -0.86090 0.88 0.67 1.71
C 3.98422 2.69114 -0.08966 -0.36 -0.09 -0.04
C 3.88156 2.74822 1.29109 -1.65 -0.38 1.28
C 2.61777 2.53406 1.92140 0.02 0.49 -1.93
C 1.47176 2.32292 1.13805 1.75 0.41 0.67
C -0.36877 2.87938 -2.77433 -0.04 0.78 -0.41
C 0.59983 3.70415 -3.38570 1.35 -0.60 1.04
C 0.36707 4.51140 -4.46607 0.13 1.18 -1.23
C -0.93046 4.57633 -4.94334 -0.41 -0.46 -0.49
C -1.91108 3.73884 -4.42185 -0.53 0.15 0.22
C -1.65926 2.87324 -3.34684 1.27 0.79 -0.58
H -2.32522 1.54757 -0.65533 0.28 0.52 -0.13
H -1.41111 2.42440 0.59708 -0.19 1.14 0.84
H 1.28694 0.53618 -3.05695 0.00 0.62 -0.24
H -0.31067 -0.19166 -2.58322 0.12 0.35 -0.26
H -0.41475 -2.00357 -1.37506 0.72 0.40 0.09
H 0.66029 -1.98967 0.05627 -0.02 0.19 -0.48
H 1.16474 -3.06060 -2.70105 0.45 -0.10 -0.48
H 0.98927 -4.04394 -1.32503 0.29 0.32 0.29
H 3.46527 -2.76538 -2.36521 -0.35 -0.09 0.97
H 3.35170 -3.90292 -0.99644 -0.12 -0.01 -0.28
H 4.31121 -1.68477 -0.30059 -0.94 -0.30 0.08
H 2.82945 -2.07467 0.62513 0.06 -0.21 -0.32
H 3.16385 0.06360 -1.59409 0.52 -0.30 -0.12
H 2.45803 0.10302 -0.02425 -0.02 0.41 0.48
H 2.93808 2.50605 -1.91108 -0.07 -0.07 -1.02
H 4.96421 2.80215 -0.54213 -0.17 0.04 -0.12
H 4.72165 2.94851 1.93823 0.26 0.02 -0.17
H 2.37143 2.68171 2.94446 0.74 -0.15 0.99
H 0.55967 2.14501 1.67181 -0.53 0.03 -0.08
H 1.63103 3.69014 -2.99419 -0.61 0.06 -0.09
H 1.14054 5.14078 -4.99382 -0.70 -0.90 1.01
H -1.19142 5.18977 -5.80639 0.14 0.00 0.33
H -2.90985 3.84778 -4.85386 0.25 -0.41 0.22
H -2.39964 2.18310 -3.01307 -0.61 -0.16 0.33
F -2.46793 -6.96539 1.55428 0.01 -0.25 0.34
C -2.62389 -5.73137 1.16093 -0.71 0.53 -1.17
C -1.85528 -4.70577 1.68699 -0.94 0.07 -0.80
F -1.02779 -4.96442 2.66973 0.69 -0.09 0.50
C -2.00922 -3.40959 1.22355 -0.70 -1.47 -0.23
F -1.21365 -2.58597 1.84705 0.45 1.30 0.13
C -2.94509 -3.01397 0.21846 -0.05 -1.02 0.04
S -3.19269 -1.37018 -0.18641 -0.04 -0.63 -0.32
C -3.71263 -4.13097 -0.33818 1.46 -1.27 2.41
F -4.61609 -3.99947 -1.23156 -1.28 1.05 -1.49
C -3.57976 -5.44932 0.15773 0.62 0.87 0.78
F -4.39357 -6.44898 -0.18796 0.34 0.66 -0.38

Copy entry 1 word for word.
19
Properties=species:S:1:pos:R:3:forces:R:3 method="wB97M-V/def2-TZVPD" relative_energy_kcal_mol=27.5 lumo_energy_ev="-0.4 / -0.4" total_charge=0 gap_ha="0.2847 / 0.2847"
C 2.68406 -0.85818 0.56822 0.30 -0.19 -0.31
C 1.70950 -1.72014 0.07260 -0.84 0.20 0.45
C 2.44566 0.46094 0.25623 0.30 0.19 -0.27
C 0.81037 1.95017 -0.80955 -0.22 0.64 -0.30
C -3.17921 -0.59272 0.84340 0.16 -0.19 0.23
N 1.30293 0.65734 -0.42577 0.05 -0.22 0.63
O -0.60482 -0.90650 -1.49604 -0.97 -0.15 -0.57
O -3.48195 0.12948 -0.31964 0.05 0.18 -0.56
P 0.34056 -0.74149 -0.38307 1.22 -0.34 0.22
H 3.55614 -1.18098 1.10914 0.02 -0.01 0.22
H 1.62470 -2.75206 0.36245 0.09 -0.23 -0.17
H -2.98686 -0.26181 -1.05180 0.04 0.07 0.10
H 3.05767 1.29979 0.54370 -0.04 0.14 0.12
H 0.74934 2.63106 0.04331 -0.04 -0.10 -0.05
H 1.46727 2.39103 -1.56220 -0.06 -0.05 0.02
H -0.18202 1.81731 -1.24141 0.07 0.12 0.01
H -3.57329 -0.01997 1.68296 0.05 -0.10 0.05
H -2.09330 -0.71934 0.97265 -0.22 0.01 0.10
H -3.64675 -1.58392 0.83482 0.04 0.02 0.09